Entry from OMol25: a 12-piece molecular cluster, C19H23BrCl33NO4 overall (ωB97M-V/def2-TZVPD).

Geometry as XYZ:
```
81
Properties=species:S:1:pos:R:3:forces:R:3:mulliken_charge:R:1
C -4.87915 0.89236 2.38817 0.4 0.1 -0.1 -0.712
C -4.38961 2.01103 1.46281 -0.2 0.2 -0.2 0.520
O -5.33922 2.32415 0.43317 0.1 -0.2 0.0 -0.585
C -3.09097 1.65711 0.73891 0.1 -0.2 0.0 -0.922
C -1.84449 2.06141 1.50177 -0.1 -0.2 0.1 0.550
Br -1.23862 3.84105 0.95188 -0.1 0.1 0.0 -0.062
O -2.12054 2.13114 2.89964 0.0 0.0 -0.1 -0.307
C -0.96397 1.94017 3.58830 0.0 0.1 0.2 0.471
O -0.84110 2.15248 4.74958 0.0 0.0 0.0 -0.587
O -0.01390 1.48003 2.76034 -0.1 -0.3 -0.2 -0.332
C -0.67230 1.07501 1.51788 0.5 0.5 0.6 -0.199
C 0.40224 1.08225 0.45962 0.1 -0.2 0.1 0.180
C 0.04431 0.45247 -0.85123 -0.1 0.0 -0.2 -0.344
N -1.09423 0.60572 -1.38422 0.0 -0.1 0.1 -0.363
H -4.70965 1.16984 3.42722 -0.1 -0.1 0.0 0.179
H -5.93592 0.68825 2.23687 0.0 0.1 0.1 0.145
H -4.35177 -0.04152 2.18465 0.0 0.0 0.1 0.142
H -4.23630 2.91725 2.05527 0.0 0.0 0.0 0.193
H -6.20807 2.03190 0.71951 0.0 0.0 0.0 0.350
H -3.07954 2.09856 -0.25275 0.0 0.1 0.1 0.535
H -3.03204 0.57801 0.57792 -0.1 0.0 0.0 -0.172
H -1.06597 0.07792 1.73510 -0.1 -0.1 -0.4 0.580
H 0.74035 2.11094 0.31006 0.0 0.0 -0.1 0.398
H 1.24898 0.52979 0.87351 0.0 0.1 0.1 -0.107
H 0.84290 -0.13012 -1.31627 -0.1 0.0 0.0 0.220
H -1.14319 0.11157 -2.27463 0.0 0.0 0.0 0.231
C 0.01175 5.36645 -2.85427 0.0 -0.1 0.0 -0.053
Cl 1.68465 5.72387 -3.28096 0.0 0.0 0.0 -0.095
Cl -0.23638 3.62817 -2.68819 0.0 0.0 0.0 -0.060
Cl -0.45649 6.21742 -1.38181 0.0 0.1 -0.1 -0.137
H -0.62264 5.71832 -3.65680 0.0 0.0 0.0 0.311
C 3.95046 -1.08294 -0.33709 0.2 -0.1 0.0 -0.032
Cl 2.63383 -1.99332 0.40562 -0.1 0.0 -0.1 -0.104
Cl 5.33503 -2.12763 -0.62911 -0.3 -0.4 0.1 -0.084
Cl 3.42894 -0.30192 -1.83581 -0.3 -0.1 0.1 -0.054
H 4.25680 -0.30591 0.35200 0.0 0.0 0.0 0.285
C 4.09012 3.34546 -5.21322 0.0 0.0 0.0 -0.124
Cl 4.75788 4.96814 -5.03250 0.0 0.0 0.0 -0.115
Cl 3.99505 2.52345 -3.65624 0.0 0.0 0.0 0.008
Cl 2.51643 3.38703 -6.00558 0.0 0.0 0.0 -0.102
H 4.76317 2.77887 -5.84299 0.0 0.0 0.0 0.338
C -5.25620 -2.77997 0.37012 0.1 0.1 0.0 0.069
Cl -4.70464 -3.49937 1.88304 0.0 0.0 0.0 -0.137
Cl -6.56334 -1.63542 0.66708 -0.1 0.0 0.0 -0.118
Cl -3.92073 -1.98827 -0.47202 0.0 0.0 0.0 -0.105
H -5.63778 -3.57161 -0.26208 0.0 0.0 0.0 0.278
C 7.97254 -0.11012 -1.51708 0.2 0.0 0.0 -0.376
Cl 8.22445 -0.70414 0.12397 0.3 0.1 -0.4 -0.065
Cl 8.16666 -1.40308 -2.69833 0.0 0.0 0.1 -0.007
Cl 6.39020 0.65180 -1.68125 0.4 0.4 -0.1 0.016
H 8.72184 0.64313 -1.72110 0.0 0.0 0.0 0.428
C 5.61873 -2.10831 -5.95377 0.1 0.0 0.2 -0.111
Cl 7.32365 -1.66716 -6.01898 0.0 0.1 -0.3 -0.102
Cl 5.42205 -3.85840 -6.04743 0.0 0.0 0.0 -0.120
Cl 4.91663 -1.47094 -4.46855 -0.2 0.0 -0.1 0.028
H 5.11320 -1.66368 -6.80058 0.0 0.0 0.0 0.328
C -8.60059 -5.48073 -1.79486 0.0 0.0 0.0 -0.020
Cl -8.31132 -3.95968 -0.94711 -0.1 0.0 0.0 -0.061
Cl -7.51052 -5.64441 -3.17114 0.0 0.0 0.0 -0.120
Cl -8.44236 -6.84988 -0.69756 0.0 0.0 0.0 -0.118
H -9.61511 -5.46619 -2.17037 0.0 0.0 0.0 0.335
C -7.55509 0.58055 5.19722 0.1 0.0 0.0 0.715
Cl -8.94049 0.04087 6.14089 0.0 0.0 0.0 -0.143
Cl -6.45575 -0.76141 4.87593 -0.1 0.0 0.0 -0.091
Cl -8.08138 1.37016 3.70263 -0.1 0.0 0.1 -0.133
H -7.00578 1.31821 5.76646 -0.1 -0.1 0.0 -0.360
C 10.06757 -5.30146 -6.16028 0.0 0.0 0.0 -0.015
Cl 10.91964 -6.54927 -5.25015 0.0 0.0 0.0 -0.125
Cl 8.67414 -5.97402 -7.00331 0.0 0.0 0.0 -0.113
Cl 9.58617 -3.96939 -5.11291 0.1 -0.1 0.1 -0.036
H 10.74829 -4.90763 -6.90314 0.0 0.0 0.0 0.291
C 5.70026 -1.53478 3.69381 0.0 0.0 0.0 0.024
Cl 4.26473 -0.68661 3.11114 0.0 0.1 0.1 -0.061
Cl 7.15372 -0.88770 2.93414 -0.2 0.0 0.4 -0.103
Cl 5.80583 -1.45985 5.44818 0.0 0.0 0.0 -0.125
H 5.60776 -2.57345 3.40464 0.0 0.0 0.0 0.264
C -4.62649 1.96340 8.01078 0.0 -0.1 -0.1 -0.007
Cl -5.93355 1.38547 9.04303 0.0 0.0 0.0 -0.114
Cl -3.61883 0.63506 7.45486 0.0 0.0 0.0 -0.088
Cl -5.27986 2.86809 6.63791 0.1 0.2 0.0 -0.131
H -4.01080 2.64223 8.58567 0.0 0.0 0.0 0.345
```
Forces are in eV/Å.

* lowest unoccupied orbital energy: 0.163 eV
* HOMO level: -9.96 eV
* largest force on an atom: 0.92 eV/Å
* total charge: 0
* molecular weight: 1579.25 g mol⁻¹
* structure (SMILES): [H]/N=C/C[C@H]1OC(=O)O[C@]1(Br)C[C@H](C)O.ClC(Cl)Cl.ClC(Cl)Cl.ClC(Cl)Cl.ClC(Cl)Cl.ClC(Cl)Cl.ClC(Cl)Cl.ClC(Cl)Cl.ClC(Cl)Cl.ClC(Cl)Cl.ClC(Cl)Cl.ClC(Cl)Cl
* gap between HOMO and LUMO: 10.125 eV

---

Entry from OMol25: C3H7NO3 in the gas phase in a non-equilibrium geometry (ωB97M-V/def2-TZVPD).

Geometry as XYZ:
```
14
Properties=species:S:1:pos:R:3:forces:R:3:mulliken_charge:R:1
O -0.81523 1.97375 -1.20378 -0.5 0.0 -0.4 -0.502
C -1.17541 1.07964 -0.50155 0.1 0.0 0.8 0.388
O -2.42634 0.94990 0.07040 1.3 0.7 0.2 -0.505
C -0.28563 -0.04902 -0.03196 -0.1 -1.4 0.3 0.329
C 1.02965 -0.32060 -0.75762 -1.3 0.1 -0.5 -0.643
O 1.52484 -1.51356 -0.14491 0.8 0.7 -0.4 -0.512
N -0.20523 -0.04018 1.43226 -0.6 0.7 -0.4 -0.690
H -2.16387 0.63306 0.97093 -0.6 -0.2 -0.5 0.419
H -0.88875 -0.95032 -0.22354 0.1 0.1 -0.2 0.276
H 0.75353 -0.53390 -1.79840 0.2 0.1 0.0 0.287
H 1.69460 0.54327 -0.79718 0.3 -0.1 0.5 0.373
H 2.40608 -1.64076 -0.52263 -0.2 -0.3 0.3 0.311
H 0.31395 0.75279 1.76878 0.3 0.2 0.1 0.204
H 0.23782 -0.88407 1.73922 0.2 -0.3 0.2 0.264
```
Forces are in eV/Å.

* lowest unoccupied orbital energy: 0.573 eV
* HOMO level: -10.32 eV
* energy above the lowest of the compared OMol25 structures with the same formula, charge and spin: 34.62 kcal per mole
* largest force on an atom: 1.47 eV/Å
* total charge: 0
* molecular weight: 105.09 g mol⁻¹
* structure (SMILES): N[C@H](CO)C(=O)O
* gap between HOMO and LUMO: 10.893 eV

---

Entry from OMol25: C3H8InNO3 as an isolated structure in a non-equilibrium geometry (ωB97M-V/def2-TZVPD).

Geometry as XYZ:
```
16
Properties=species:S:1:pos:R:3:forces:R:3:mulliken_charge:R:1
In -2.99548 1.16538 1.84217 0.3 0.3 -0.1 1.105
C 0.12792 -2.15860 -0.04877 -1.8 0.5 0.3 -0.889
C -1.41725 -2.01936 -0.43411 4.0 4.4 2.5 -0.085
O -2.02250 -0.77809 -0.21444 1.6 -3.7 -1.1 -0.041
H 0.20224 -1.75562 0.96127 0.2 0.7 0.1 0.300
H 0.78501 -1.61696 -0.72918 -0.1 0.3 0.0 0.293
H 0.56550 -3.14608 0.09784 -0.8 -0.5 -0.7 0.419
H -1.99581 -2.68170 0.20985 -1.7 -1.2 0.1 0.389
H -1.52516 -2.37761 -1.45788 -1.4 -0.6 -1.2 0.384
C 1.65627 1.81390 -0.31895 1.2 0.7 1.6 -0.644
N 0.56641 2.63047 0.27734 1.2 0.4 -2.1 0.802
O -0.32700 2.02207 0.79805 -2.7 -2.0 1.8 -0.480
O 0.59020 3.79809 0.11541 0.0 1.3 0.1 -0.429
H 2.49424 2.47012 -0.08380 0.4 -0.1 -0.9 0.320
H 1.47119 1.65123 -1.38073 0.0 -0.1 0.3 0.277
H 1.82425 0.98278 0.36597 -0.4 -0.5 -0.7 0.277
```
Forces are in eV/Å.

* lowest unoccupied orbital energy: -14.707 eV
* HOMO level: -18.25 eV
* energy above the lowest of the compared OMol25 structures with the same formula, charge and spin: 27.08 kcal per mole
* largest force on an atom: 6.43 eV/Å
* total charge: +2
* molecular weight: 220.92 g mol⁻¹
* gap between HOMO and LUMO: 3.547 eV